No. 1
DFT (ωB97M-V/def2-TZVPD) results for a 2-piece molecular cluster, C4H11NOPS overall.

Structure (ORCA input):
```
! RIJCOSX wB97M-V def2-TZVPD def2/J DEFGRID3
* xyz 1 1
H -2.825 -1.280 0.057
C -1.077 0.919 1.319
H -2.042 1.357 1.087
H -0.312 1.696 1.339
P -0.610 -0.309 0.066
S 3.711 -0.744 0.166
C -1.815 -1.675 0.122
H 3.984 1.516 -0.086
O 0.773 -0.852 0.314
C -0.745 0.474 -1.569
H -0.121 1.365 -1.573
H 2.422 -1.179 0.261
H -1.622 -2.345 -0.715
H -0.396 -0.217 -2.333
C 2.073 1.436 -0.030
N 3.180 0.872 0.001
H -1.775 0.748 -1.774
H -1.686 -2.221 1.054
H -1.118 0.440 2.295
*
```

Computed properties:
- LUMO level (eV) = -6.4
- relative energy (zero: lowest compared OMol25 entry of this formula, charge and spin) (kJ/mol) = 163.49
- Kohn-Sham gap (Eh) = 0.2957
- HOMO (eV) = -14.399

---

No. 2
DFT (ωB97M-V/def2-TZVPD) results for C4H11NORb as an isolated structure.

Structure (ORCA input):
```
! RIJCOSX wB97M-V def2-TZVPD def2/J DEFGRID3
* xyz 1 1
O 1.124 0.679 -0.486
Rb 3.075 -3.629 -2.712
H -1.176 -0.292 -1.284
H 0.028 1.003 1.271
C 2.301 1.334 -0.086
H -2.934 -0.940 0.025
H -2.771 0.822 0.283
C -0.030 0.870 0.191
H -0.887 -2.344 -0.108
N -0.426 -1.489 0.168
H -2.352 -0.375 1.519
H -0.442 1.725 -0.346
C -2.314 -0.152 0.453
C -0.980 -0.225 -0.213
H 2.289 2.419 -0.194
H 2.486 1.165 0.974
H -0.154 -1.470 1.140
H 3.161 0.900 -0.595
*
```

Computed properties:
- LUMO level (eV) = -4.3
- relative energy (zero: lowest compared OMol25 entry of this formula, charge and spin) (kJ/mol) = 159.13
- Kohn-Sham gap (Eh) = 0.2574
- HOMO (eV) = -11.261

---

No. 3
DFT (ωB97M-V/def2-TZVPD) results for a single C4H11NOS molecule.

Structure (ORCA input):
```
! RIJCOSX wB97M-V def2-TZVPD def2/J DEFGRID3
* xyz 0 1
C 0.019 0.338 0.279
S -1.814 2.015 1.600
H -1.650 1.381 -0.756
C -0.352 -2.153 -0.238
H 1.814 0.906 -0.857
C 1.434 0.941 0.192
H -0.054 -0.143 1.308
H -0.095 -2.562 -2.121
H 0.576 -0.819 -1.383
O -0.396 -3.075 -1.327
H -1.311 -2.090 0.064
H -0.325 2.288 -0.345
N -0.055 -0.777 -0.664
H 2.263 0.416 0.654
H 0.295 -2.589 0.536
C -0.988 1.508 0.049
H 1.458 1.986 0.710
H -0.819 2.429 2.299
*
```

Computed properties:
- LUMO level (eV) = 0.8
- relative energy (zero: lowest compared OMol25 entry of this formula, charge and spin) (kJ/mol) = 240.92
- Kohn-Sham gap (Eh) = 0.3530
- HOMO (eV) = -8.795

---

No. 4
DFT (ωB97M-V/def2-TZVPD) results for a 2-piece molecular cluster, C4H11NOS overall.

Structure (ORCA input):
```
! RIJCOSX wB97M-V def2-TZVPD def2/J DEFGRID3
* xyz 0 1
H -0.535 -0.320 -2.728
H -1.784 2.475 1.338
H -0.858 -2.303 -0.927
H 0.664 -1.677 -2.439
O -1.066 1.496 -0.332
C 0.456 2.494 1.265
H 1.848 -2.558 1.007
H -1.649 -0.652 -0.706
C -0.901 2.039 0.741
S -0.027 -0.909 0.785
C 0.147 -0.848 -2.091
H 0.446 -3.107 1.459
H 0.573 2.044 2.279
C -0.747 -1.215 -0.869
H 0.853 -0.049 -1.783
H 1.288 2.013 0.708
H 0.458 3.574 1.449
N 0.833 -2.496 0.843
*
```

Computed properties:
- LUMO level (eV) = 0.8
- relative energy (zero: lowest compared OMol25 entry of this formula, charge and spin) (kJ/mol) = 235.22
- Kohn-Sham gap (Eh) = 0.3420
- HOMO (eV) = -8.530